# 1
ORCA calculation (ωB97M-V/def2-TZVPD) on 2 unconnected molecules or ions with the total composition C4H10BrNO at a distorted geometry.

Last column: natural (NBO) charge in e.
Cartesian coordinates (Å):
C1 -1.19 -0.59 -2.10  -0.639
C2 -0.96 0.91 -1.82  -0.084
O1 -0.43 1.06 -0.47  -0.396
N1 -1.37 0.72 0.51  -0.341
Br1 -2.59 2.21 0.89  0.053
H1 -1.52 -0.92 -3.11  0.218
H2 -0.19 -1.00 -1.95  0.204
H3 -1.77 -1.06 -1.40  0.218
H4 -1.91 1.45 -1.73  0.189
H5 -0.22 1.24 -2.55  0.205
H6 -0.67 0.74 1.31  0.375
C3 2.51 -0.49 2.62  -0.394
C4 1.85 -1.02 1.60  -0.375
H7 2.98 -1.10 3.36  0.204
H8 2.47 0.55 2.67  0.194
H9 1.24 -0.56 0.89  0.183
H10 1.77 -2.14 1.29  0.185

The value obtained for the energy above the lowest of the compared OMol25 structures with the same formula, charge and spin is 99.41 kcal per mole. Its energy is -77885.9868 eV. The gap between HOMO and LUMO comes out at 0.3595 Ha. The calculation puts the highest occupied orbital energy at -9.58 eV. Its SMILES is CCONBr.C=C.

# 2
ORCA calculation (ωB97M-V/def2-TZVPD) on a molecular structure, C49H41AsMnN3OPS at a distorted geometry.

Last column: Löwdin spin population.
Cartesian coordinates (Å):
Mn1 -0.20 0.22 -1.75  3.428
S1 -0.84 1.13 -3.64  -0.056
C1 -2.58 1.23 -3.77  -0.001
C2 -3.17 1.64 -4.96  0.005
C3 -4.55 1.74 -5.04  -0.004
C4 -5.34 1.42 -3.94  0.008
C5 -4.76 1.00 -2.76  -0.002
C6 -3.37 0.92 -2.66  0.001
As1 -2.41 0.46 -1.02  -0.086
C7 -2.33 2.17 -0.11  -0.008
C8 -1.88 3.32 -0.95  0.000
C9 -1.65 4.67 -0.21  -0.002
C10 -1.90 4.64 1.26  -0.019
C11 -2.24 3.53 1.92  0.000
C12 -2.43 2.27 1.23  -0.023
C13 -3.80 -0.49 -0.04  -0.012
C14 -4.89 0.23 0.45  -0.005
C15 -5.98 -0.44 0.98  -0.001
C16 -5.98 -1.82 1.03  -0.001
C17 -4.89 -2.54 0.57  0.000
C18 -3.80 -1.88 0.02  -0.001
H1 -2.55 1.89 -5.81  -0.001
H2 -5.01 2.05 -5.96  -0.001
H3 -6.42 1.51 -4.00  0.000
H4 -5.37 0.73 -1.90  0.000
H5 -2.53 3.40 -1.83  0.001
H6 -2.20 5.50 -0.66  -0.001
H7 -1.81 5.59 1.77  -0.001
H8 -2.42 3.54 2.98  0.000
H9 -2.74 1.40 1.80  -0.001
H10 -4.88 1.32 0.41  0.000
H11 -6.83 0.12 1.33  0.000
H12 -6.84 -2.34 1.44  0.000
H13 -4.90 -3.62 0.62  0.000
H14 -2.95 -2.43 -0.37  0.000
C19 1.85 -4.96 1.91  0.000
C20 0.63 -4.30 1.92  0.000
C21 0.48 -3.11 1.23  0.000
C22 1.56 -2.58 0.53  -0.005
C23 2.79 -3.23 0.53  -0.002
C24 2.92 -4.42 1.22  0.000
P1 1.24 -1.16 -0.55  -0.022
C25 2.78 -0.34 -1.03  -0.001
C26 3.85 -0.11 -0.17  -0.002
C27 4.93 0.65 -0.59  0.001
C28 4.93 1.21 -1.86  -0.004
C29 3.84 1.03 -2.71  0.002
C30 2.77 0.26 -2.30  0.004
C31 0.76 -2.04 -2.09  -0.003
C32 1.45 -2.99 -2.83  -0.007
C33 0.79 -3.58 -3.89  0.014
C34 -0.53 -3.25 -4.18  -0.008
C35 -1.21 -2.27 -3.47  -0.013
C36 -0.52 -1.62 -2.45  -0.196
H15 1.96 -5.90 2.43  0.000
H16 -0.21 -4.74 2.45  0.000
H17 -0.48 -2.60 1.22  0.000
H18 3.63 -2.83 -0.02  0.000
H19 3.87 -4.94 1.20  0.000
H20 3.84 -0.52 0.84  0.000
H21 5.77 0.80 0.07  0.000
H22 5.77 1.80 -2.19  0.000
H23 3.83 1.49 -3.68  0.000
H24 1.94 0.10 -2.99  0.004
H25 2.47 -3.26 -2.57  -0.001
H26 1.30 -4.32 -4.49  0.000
H27 -1.04 -3.76 -4.99  -0.002
H28 -2.23 -2.01 -3.72  -0.001
C37 2.94 -3.60 5.32  0.000
C38 2.78 -2.31 4.60  0.000
C39 1.54 -1.93 4.08  0.000
C40 1.38 -0.72 3.44  0.000
C41 2.47 0.16 3.31  0.000
N1 2.22 1.38 2.69  0.000
C42 3.13 2.35 2.33  0.000
O1 4.31 2.32 2.55  0.000
N2 2.54 3.45 1.70  -0.004
C43 1.50 3.49 0.77  -0.002
C44 0.89 4.63 0.42  0.017
C45 -0.15 4.65 -0.64  0.001
C46 -0.38 3.29 -1.35  0.002
N3 0.33 2.11 -0.87  -0.006
C47 1.16 2.25 0.09  0.014
C48 3.72 -0.23 3.79  0.000
C49 3.86 -1.44 4.43  0.000
H29 2.10 -4.26 5.14  0.000
H30 3.01 -3.42 6.39  0.000
H31 3.87 -4.09 5.02  0.000
H32 0.70 -2.59 4.17  0.000
H33 0.42 -0.44 3.04  0.000
H34 1.24 1.62 2.59  0.000
H35 3.10 4.29 1.77  0.000
H36 1.15 5.57 0.88  0.001
H37 0.06 5.46 -1.34  0.001
H38 -0.22 3.33 -2.43  0.001
H39 1.69 1.37 0.42  0.000
H40 4.57 0.43 3.67  0.000
H41 4.83 -1.72 4.83  0.000

As for the charge: +2. Its energy is -170263.1627 eV. The gap between HOMO and LUMO (spin up / spin down) comes out at 0.1544 / 0.2091 Ha. The calculation puts the highest occupied orbital energy (spin up / spin down) at -12.36 / -12.36 eV. The multiplicity is 4.

# 3
ORCA calculation (ωB97M-V/def2-TZVPD) on a molecular structure, C12H14BCl3CrN6O2 at a distorted geometry.

Last column: Löwdin spin population.
Cartesian coordinates (Å):
H1 3.14 -0.95 -1.03  0.003
N1 1.81 0.68 -1.33  0.035
B1 0.65 2.83 -1.87  0.003
N2 1.90 1.89 -2.00  0.010
C1 3.11 1.96 -2.59  0.023
Cr1 0.20 0.12 -0.41  3.657
H2 3.42 2.81 -3.21  0.002
C2 3.80 0.78 -2.32  0.006
H3 4.76 0.47 -2.68  0.000
C3 2.97 0.01 -1.51  0.035
H4 0.84 3.89 -2.40  0.000
C4 -1.98 -0.78 2.63  0.008
H5 -2.95 -1.35 2.79  0.000
H6 -1.76 -0.84 1.51  0.006
H7 -2.13 0.32 2.83  0.000
N3 0.44 2.99 -0.36  0.010
N4 -0.64 2.13 -2.39  0.007
N5 0.17 1.92 0.48  0.006
N6 -0.94 0.92 -1.82  0.024
C5 0.41 4.12 0.35  0.019
C6 -1.60 2.44 -3.29  0.018
H8 0.57 5.05 -0.16  0.001
H9 -1.52 3.37 -3.83  0.001
C7 0.17 3.81 1.68  0.003
C8 -2.49 1.37 -3.35  0.005
C9 0.04 2.41 1.73  0.020
C10 -2.04 0.44 -2.43  0.025
H10 0.11 4.49 2.50  0.000
H11 -3.32 1.26 -4.01  0.000
H12 -0.11 1.79 2.61  0.001
H13 -2.41 -0.54 -2.18  0.002
H14 -1.26 -1.31 3.32  0.000
Cl1 0.78 -5.36 -0.81  0.000
C11 -0.42 -4.06 -0.75  -0.001
Cl2 -1.23 -3.96 -2.33  0.001
Cl3 -1.64 -4.24 0.57  0.001
C12 0.20 -2.66 -0.42  0.015
O1 1.02 -2.61 0.52  0.023
O2 -0.25 -1.67 -1.12  0.028

The value obtained for the energy above the lowest of the compared OMol25 structures with the same formula, charge and spin is 0.00 kcal per mole. Its energy is -92374.4603 eV. The gap between HOMO and LUMO (spin up / spin down) comes out at 0.2852 / 0.3638 Ha. The calculation puts the highest occupied orbital energy (spin up / spin down) at -7.27 / -9.41 eV. The multiplicity is 5.

# 4
ORCA calculation (ωB97M-V/def2-TZVPD) on 7 unconnected molecules or ions with the total composition C5H25N2O6S at a distorted geometry.

Last column: natural (NBO) charge in e.
Cartesian coordinates (Å):
C1 1.17 -1.94 1.04  -0.414
C2 -0.27 -2.39 0.97  -0.535
S1 -1.35 -1.76 2.23  -0.696
C3 1.50 -0.46 0.68  -0.221
N1 0.69 -0.01 -0.42  -0.676
C4 0.87 1.35 -0.91  -0.230
C5 -0.33 2.22 -0.43  -0.244
N2 -0.03 3.36 0.43  -0.850
H1 1.48 -2.22 2.08  0.209
H2 1.77 -2.63 0.39  0.180
H3 -0.13 -3.46 1.16  0.201
H4 -0.67 -2.08 -0.02  0.174
H5 1.62 0.09 1.65  0.163
H6 2.52 -0.33 0.23  0.177
H7 -0.30 -0.26 -0.49  0.373
H8 1.85 1.72 -0.61  0.188
H9 0.85 1.39 -1.99  0.198
H10 -1.16 1.71 0.05  0.209
H11 -0.81 2.74 -1.30  0.162
H12 0.78 3.30 1.02  0.356
H13 -0.72 3.29 1.22  0.353
H14 0.94 -2.46 -2.62  0.469
H15 -0.48 -2.06 -3.11  0.483
O1 0.09 -2.81 -2.91  -0.955
H16 0.07 2.04 2.47  0.473
H17 0.69 1.46 3.65  0.470
O2 0.63 2.31 3.20  -0.950
H18 -2.81 -1.31 -0.28  0.508
H19 -2.53 0.21 -0.08  0.493
O3 -2.91 -0.43 -0.69  -0.968
H20 2.04 -1.72 -1.51  0.484
H21 3.09 -0.65 -2.14  0.482
O4 2.89 -1.60 -1.92  -0.968
H22 -1.38 1.06 2.75  0.472
H23 -2.27 0.28 1.95  0.497
O5 -1.90 1.25 1.95  -1.033
H24 -2.21 0.89 -2.86  0.467
H25 -1.72 -0.29 -1.98  0.495
O6 -1.56 0.19 -2.86  -0.995

As for the charge: -1. The value obtained for the energy above the lowest of the compared OMol25 structures with the same formula, charge and spin is 43.75 kcal per mole. Its energy is -31691.3525 eV. The gap between HOMO and LUMO comes out at 0.2555 Ha. The calculation puts the highest occupied orbital energy at -3.88 eV.

# 5
ORCA calculation (ωB97M-V/def2-TZVPD) on a molecular structure, C22H30O2OsSi at a distorted geometry.

Last column: Löwdin spin population.
Cartesian coordinates (Å):
C1 -1.41 -1.59 2.62  0.117
C2 -2.11 -2.70 2.08  0.091
C3 -1.14 -3.60 1.55  0.098
H1 -3.18 -2.82 2.06  0.007
C4 0.14 -3.03 1.75  0.069
C5 -0.03 -1.79 2.40  0.043
H2 0.78 -1.12 2.69  0.001
H3 -1.86 -0.74 3.14  0.019
H4 -1.37 -4.53 1.03  0.008
H5 1.08 -3.48 1.45  0.008
Os1 -1.06 -1.79 0.55  1.699
C6 -2.88 1.06 -2.92  0.043
H6 -3.32 0.15 -3.36  0.003
H7 -3.07 1.86 -3.66  0.001
H8 -3.38 1.33 -1.99  0.002
Si1 -0.89 1.06 -2.94  0.049
C7 -0.47 2.21 -1.50  0.289
C8 -0.98 1.96 -0.22  0.171
H9 -1.27 0.95 0.11  0.023
C9 -1.17 3.00 0.70  0.017
H10 -1.63 2.79 1.68  -0.002
C10 -0.75 4.29 0.40  0.242
H11 -0.92 5.12 1.09  0.008
C11 -0.04 4.49 -0.80  0.111
H12 0.40 5.47 -0.99  0.003
C12 0.11 3.47 -1.74  0.044
H13 0.66 3.64 -2.67  0.000
C13 -1.13 -0.64 -2.02  0.201
C14 -2.22 -0.83 -1.08  0.061
H14 -2.81 -0.02 -0.64  0.017
C15 -2.74 -2.12 -0.85  0.037
H15 -3.67 -2.21 -0.28  0.004
C16 -2.15 -3.23 -1.51  0.091
H16 -2.69 -4.19 -1.53  0.003
C17 -0.92 -3.07 -2.11  0.162
H17 -0.43 -3.92 -2.60  0.005
C18 -0.34 -1.78 -2.20  0.126
H18 0.72 -1.70 -2.49  0.001
H19 0.19 -0.78 0.17  0.099
H20 0.32 1.16 -3.81  0.003
C19 3.58 -1.68 1.06  0.000
O1 2.93 -0.96 0.01  0.006
C20 3.52 0.32 -0.20  0.001
C21 3.32 1.33 0.93  0.001
O2 2.17 0.94 1.67  0.015
C22 1.60 1.98 2.45  0.001
H21 3.09 -2.65 1.11  0.000
H22 3.47 -1.14 2.01  0.000
H23 4.65 -1.81 0.84  0.000
H24 4.60 0.20 -0.40  0.000
H25 3.00 0.73 -1.08  0.000
H26 3.18 2.32 0.46  0.000
H27 4.20 1.36 1.59  0.001
H28 0.81 1.52 3.05  0.000
H29 2.35 2.45 3.12  0.000
H30 1.17 2.76 1.81  0.001

As for the charge: +2. The value obtained for the energy above the lowest of the compared OMol25 structures with the same formula, charge and spin is 6.71 kcal per mole. Its energy is -37716.0559 eV. The gap between HOMO and LUMO (spin up / spin down) comes out at 0.2201 / 0.1494 Ha. The calculation puts the highest occupied orbital energy (spin up / spin down) at -12.62 / -14.66 eV. The multiplicity is 5.

Question: The lowest energy belongs to which entry?
Answer: C49H41AsMnN3OPS

Question: Number 4 is which compound?
Answer: C5H25N2O6S

Question: The lowest energy belongs to which entry?
Answer: C49H41AsMnN3OPS

Question: What is the formula in the third record?
Answer: C12H14BCl3CrN6O2